Record 1
Formula: C3H11N5
Source: the OMol25 dataset
Level of theory: the ωB97M-V functional and the def2-TZVPD basis

The energy above the lowest of the compared OMol25 structures with the same formula, charge and spin comes out at 664.48 kJ/mol. For the maximum force, the calculation gives 7.466 eV Å⁻¹. The HOMO energy is -8.7 eV. The orbital gap comes out at 9.5 eV.

XYZ file:
```
19
Properties=species:S:1:pos:R:3:forces:R:3:nbo_charge:R:1
C 2.871 -0.439 -1.350 1.6837 -5.5673 -2.4153 -0.559
C 2.077 -0.121 -0.160 -3.7245 -1.2939 -0.5967 -0.286
C -0.419 0.210 0.255 1.9051 -2.2461 -2.9396 0.523
H 3.979 -1.365 -1.118 -3.2413 3.2947 -0.3754 0.174
H 2.217 -1.219 -2.013 1.5175 2.0827 1.3383 0.220
H 3.204 0.371 -1.975 0.2558 0.2054 -0.1037 0.208
H 1.984 -1.112 0.353 0.2124 1.3627 0.6018 0.205
H 2.450 0.736 0.329 0.3396 0.6230 1.2295 0.196
H -2.255 -1.203 0.017 2.1203 4.5994 -0.1133 0.359
H -1.177 0.280 -2.105 -1.8699 0.2872 -0.1613 0.348
H -0.915 -1.056 -2.079 -1.1162 -0.8527 2.2396 0.330
H 0.447 0.614 2.170 2.4403 0.6367 -0.1346 0.405
H -2.145 1.469 1.830 2.2570 -2.4226 1.5793 0.380
H -1.917 0.095 2.921 -0.3056 -0.6879 -0.3257 0.361
N 0.533 0.117 -0.641 1.4009 -0.1136 2.1794 -0.592
N -1.760 -0.117 -0.391 -1.4512 -3.9045 6.1965 -0.452
N -1.755 -0.500 -1.673 3.3539 1.6649 -6.0395 -0.644
N -0.293 0.338 1.616 -5.0601 -0.1933 0.0760 -0.480
N -1.446 0.805 2.402 -0.7178 2.5251 -2.2353 -0.697
```
Positions in Å, forces in eV/Å.

=====

Record 2
Formula: C6H17NO
Source: the OMol25 dataset
Level of theory: the ωB97M-V functional and the def2-TZVPD basis

The energy above the lowest of the compared OMol25 structures with the same formula, charge and spin comes out at 106.49 kJ/mol. For the maximum force, the calculation gives 1.907 eV Å⁻¹. The HOMO energy is -8.7 eV. The orbital gap comes out at 9.6 eV. The structure (SMILES) is CCC[C@H](C)NC.O.

XYZ file:
```
25
Properties=species:S:1:pos:R:3:forces:R:3:nbo_charge:R:1
C -0.927 -2.770 0.273 -0.7752 0.6369 -0.0874 -0.610
C -0.966 -1.441 -0.484 -0.5997 0.6457 -1.0769 -0.411
C 0.370 -0.719 -0.500 0.6860 1.1787 0.1662 -0.392
C 0.469 0.741 -1.103 0.2832 -0.6433 1.1334 -0.042
C 1.900 0.960 -1.601 0.3564 -0.4982 -1.0465 -0.618
N 0.196 1.728 -0.079 -1.1329 -0.1200 0.8862 -0.646
C -1.220 1.891 0.231 0.1683 -1.7753 0.3954 -0.417
H -1.080 -2.573 1.336 0.7961 -0.0294 0.1287 0.211
H 0.013 -3.251 0.023 0.0021 -0.3976 0.4113 0.209
H -1.781 -3.421 0.073 0.1964 -0.0218 -0.5595 0.213
H -1.747 -0.770 -0.122 0.0796 -0.0731 0.6149 0.197
H -1.314 -1.512 -1.527 0.3259 -0.6540 0.0113 0.194
H 1.154 -1.224 -1.064 -0.3591 -0.8167 0.1004 0.199
H 0.749 -0.608 0.524 0.0830 -0.1601 -0.0234 0.191
H -0.296 0.756 -1.889 0.1665 0.4297 -0.3828 0.161
H 2.577 0.152 -1.317 -0.1386 0.0175 0.3230 0.210
H 2.401 1.876 -1.295 -0.3910 0.2265 0.1374 0.213
H 1.934 0.926 -2.695 -0.0803 0.1850 0.0269 0.215
H 0.642 2.614 -0.136 0.5041 0.3965 -0.6701 0.369
H -1.818 1.674 -0.663 -0.2900 0.8307 -0.0958 0.172
H -1.449 2.794 0.781 0.0005 0.4035 -0.4188 0.207
H -1.536 1.073 0.899 0.1167 0.1996 0.0964 0.175
O 0.772 0.138 3.770 -0.9244 1.0196 -1.3199 -0.927
H 0.763 0.035 2.797 0.4892 -0.5067 0.5006 0.466
H 0.193 0.930 3.766 0.4374 -0.4736 0.7491 0.461
```
Positions in Å, forces in eV/Å.

=====

Record 3
Formula: C2H3FO2
Source: the OMol25 dataset
Level of theory: the ωB97M-V functional and the def2-TZVPD basis

The energy above the lowest of the compared OMol25 structures with the same formula, charge and spin comes out at 345.36 kJ/mol. For the maximum force, the calculation gives 2.939 eV Å⁻¹. The HOMO energy is -9.6 eV. The orbital gap comes out at 9.7 eV.

XYZ file:
```
8
Properties=species:S:1:pos:R:3:forces:R:3:nbo_charge:R:1
C -1.094 0.220 -0.748 -2.4409 -1.6249 -0.1993 0.180
C 0.920 0.221 0.083 1.0091 -1.6573 -0.4406 0.621
O -1.493 -0.634 0.063 0.9534 0.4117 -1.7251 -0.580
O 1.578 -0.877 0.394 0.2862 0.3185 1.3201 -0.670
F 0.573 0.872 1.138 0.2426 0.6780 1.5292 -0.326
H -1.317 1.222 -0.421 0.6516 1.0901 -0.3161 0.134
H -0.960 0.065 -1.894 0.2134 -0.1272 1.8346 0.145
H 1.793 -1.089 1.385 -0.9155 0.9110 -2.0029 0.496
```
Positions in Å, forces in eV/Å.

=====

Record 4
Formula: C9H11NO3PS
Source: the OMol25 dataset
Level of theory: the ωB97M-V functional and the def2-TZVPD basis

The energy above the lowest of the compared OMol25 structures with the same formula, charge and spin comes out at 0.00 kJ/mol. For the maximum force, the calculation gives 3.692 eV Å⁻¹. The HOMO energy is -4.6 eV. As for the total charge: -1. The orbital gap comes out at 7.8 eV. The structure (SMILES) is C[C@@H](N[P@@]([O-])(=S)c1ccccc1)C(=O)O.

XYZ file:
```
26
Properties=species:S:1:pos:R:3:forces:R:3:nbo_charge:R:1
C -2.748 0.499 -1.853 1.8035 -1.9768 -0.4954 -0.597
C -1.450 -0.491 -2.025 -1.6472 1.5925 0.2719 -0.200
N -0.763 -0.506 -0.767 1.1421 -2.6079 1.9641 -0.965
P 0.961 -0.744 -0.950 0.7499 0.1454 -0.4916 1.826
O 1.356 -2.196 -1.112 -0.8814 0.3480 0.0828 -1.156
S 1.641 0.565 -2.271 -0.1874 -0.0779 -0.1295 -0.754
C 1.526 -0.119 0.626 -0.1097 -0.3666 1.3087 -0.390
C 0.693 0.704 1.374 1.0359 -0.8150 0.0200 -0.207
C 1.102 1.101 2.626 -2.5848 2.2634 1.3517 -0.210
C 2.368 1.005 3.143 0.1933 -0.7229 -0.0630 -0.250
C 3.189 0.216 2.344 2.6616 -0.6551 1.7227 -0.209
C 2.746 -0.462 1.241 1.3196 -0.2035 -2.5366 -0.202
C -1.910 -1.842 -2.538 -0.5576 -0.9117 -1.0511 0.769
O -2.889 -1.993 -3.250 0.5771 0.3916 0.7351 -0.620
O -1.174 -2.931 -2.238 -0.8949 0.3220 -0.3523 -0.701
H -3.356 0.105 -1.045 -0.0327 -0.1959 0.2401 0.193
H -2.460 1.505 -1.591 0.2877 0.2283 -0.2350 0.209
H -3.317 0.394 -2.754 -0.4056 0.4447 -0.5021 0.220
H -0.653 -0.111 -2.722 -1.1229 0.0664 0.0026 0.275
H -1.069 -1.299 -0.082 0.3205 1.8322 -1.6421 0.383
H -0.274 0.988 1.034 -0.4932 0.0291 -0.2901 0.233
H 0.253 1.611 3.155 1.2053 -0.2080 0.0245 0.192
H 2.686 1.393 4.131 -0.3272 -0.1839 -0.8890 0.212
H 4.268 0.019 2.677 -1.6156 0.3100 -0.4605 0.196
H 3.521 -1.085 0.673 -1.4715 0.7201 0.8486 0.228
H -0.308 -2.715 -1.872 1.0354 0.2315 0.5656 0.523
```
Positions in Å, forces in eV/Å.

=====

> Which value of energy above the lowest of the compared OMol25 structures with the same formula, charge and spin does entry 4 give?

0.00 kJ/mol

=====

Repeat the fourth record exactly.
Formula: C9H11NO3PS
Source: the OMol25 dataset
Level of theory: the ωB97M-V functional and the def2-TZVPD basis

The energy above the lowest of the compared OMol25 structures with the same formula, charge and spin comes out at 0.00 kJ/mol. For the maximum force, the calculation gives 3.692 eV Å⁻¹. The HOMO energy is -4.6 eV. As for the total charge: -1. The orbital gap comes out at 7.8 eV. The structure (SMILES) is C[C@@H](N[P@@]([O-])(=S)c1ccccc1)C(=O)O.

XYZ file:
```
26
Properties=species:S:1:pos:R:3:forces:R:3:nbo_charge:R:1
C -2.748 0.499 -1.853 1.8035 -1.9768 -0.4954 -0.597
C -1.450 -0.491 -2.025 -1.6472 1.5925 0.2719 -0.200
N -0.763 -0.506 -0.767 1.1421 -2.6079 1.9641 -0.965
P 0.961 -0.744 -0.950 0.7499 0.1454 -0.4916 1.826
O 1.356 -2.196 -1.112 -0.8814 0.3480 0.0828 -1.156
S 1.641 0.565 -2.271 -0.1874 -0.0779 -0.1295 -0.754
C 1.526 -0.119 0.626 -0.1097 -0.3666 1.3087 -0.390
C 0.693 0.704 1.374 1.0359 -0.8150 0.0200 -0.207
C 1.102 1.101 2.626 -2.5848 2.2634 1.3517 -0.210
C 2.368 1.005 3.143 0.1933 -0.7229 -0.0630 -0.250
C 3.189 0.216 2.344 2.6616 -0.6551 1.7227 -0.209
C 2.746 -0.462 1.241 1.3196 -0.2035 -2.5366 -0.202
C -1.910 -1.842 -2.538 -0.5576 -0.9117 -1.0511 0.769
O -2.889 -1.993 -3.250 0.5771 0.3916 0.7351 -0.620
O -1.174 -2.931 -2.238 -0.8949 0.3220 -0.3523 -0.701
H -3.356 0.105 -1.045 -0.0327 -0.1959 0.2401 0.193
H -2.460 1.505 -1.591 0.2877 0.2283 -0.2350 0.209
H -3.317 0.394 -2.754 -0.4056 0.4447 -0.5021 0.220
H -0.653 -0.111 -2.722 -1.1229 0.0664 0.0026 0.275
H -1.069 -1.299 -0.082 0.3205 1.8322 -1.6421 0.383
H -0.274 0.988 1.034 -0.4932 0.0291 -0.2901 0.233
H 0.253 1.611 3.155 1.2053 -0.2080 0.0245 0.192
H 2.686 1.393 4.131 -0.3272 -0.1839 -0.8890 0.212
H 4.268 0.019 2.677 -1.6156 0.3100 -0.4605 0.196
H 3.521 -1.085 0.673 -1.4715 0.7201 0.8486 0.228
H -0.308 -2.715 -1.872 1.0354 0.2315 0.5656 0.523
```
Positions in Å, forces in eV/Å.

=====

> The lowest maximum force belongs to which entry?

C6H17NO

=====

> Which formula does entry 3 have?

C2H3FO2